Below is 2 unconnected molecules or ions with the total composition C9H14 at a distorted geometry, with properties calculated with ωB97M-V/def2-TZVPD.

The calculation puts the total energy at -351.27108 hartree. The total charge is -1. The multiplicity is 2. For the LUMO energy (alpha / beta), the calculation gives 0.1393 / 0.1364 Ha. The HOMO energy (alpha / beta) is 0.968 / -3.247 eV. As for the frontier orbital gap (alpha / beta): 0.1037 / 0.2558 Eh.

```
23
Properties=species:S:1:pos:R:3:lowdin_spin:R:1
C 0.72 -1.71 -2.58 0.012
C 1.48 -0.38 -2.58 0.005
H 0.40 -1.98 -1.58 0.005
H -0.15 -1.69 -3.23 0.003
H 1.38 -2.51 -2.92 0.002
H 0.87 0.37 -2.11 0.005
H 1.66 -0.12 -3.64 0.001
H 2.50 -0.42 -2.20 0.004
C -0.94 1.77 -0.46 0.037
C -0.67 1.00 0.81 0.148
C 0.43 0.07 0.89 0.217
C -1.52 1.13 1.89 0.047
C 0.52 -0.77 2.02 0.063
C -1.34 0.38 3.06 0.229
C -0.30 -0.62 3.12 0.127
H -1.84 2.36 -0.32 0.000
H -1.06 1.09 -1.31 0.010
H 1.20 -0.03 0.14 0.037
H -2.25 1.94 1.81 -0.002
H 1.31 -1.52 2.07 -0.001
H -1.95 0.54 3.93 0.026
H -0.33 -1.33 3.93 0.008
H -0.12 2.44 -0.73 0.016
```

Below is a molecular structure, C64H160As2B3F24N8O8 at a distorted geometry, with properties calculated with ωB97M-V/def2-TZVPD.

The calculation puts the total energy at -10517.15972 hartree. The total charge is +3. The multiplicity is 1. For the LUMO energy, the calculation gives -0.1506 Ha. The HOMO energy is -14.148 eV. As for the frontier orbital gap: 0.3693 Eh.

```
269
Properties=species:S:1:pos:R:3:lowdin_charge:R:1
C -6.88 -2.63 1.08 -0.047
C -6.81 -2.35 -0.42 -0.152
N -5.67 -2.99 -1.18 -0.241
C -4.31 -2.47 -0.73 0.041
C -5.76 -4.47 -0.98 -0.140
C -7.10 -5.18 -1.27 -0.025
C -5.80 -2.56 -2.64 -0.075
C -4.88 -3.18 -3.67 -0.232
O -5.26 -4.43 -4.11 -0.188
C -6.30 -4.43 -5.14 -0.045
H -7.60 -1.96 1.58 0.100
H -5.89 -2.27 1.49 0.097
H -6.99 -3.62 1.38 0.056
H -6.67 -1.28 -0.47 0.133
H -7.66 -2.80 -0.89 0.108
H -4.15 -2.85 0.25 0.097
H -4.31 -1.36 -0.80 0.100
H -3.52 -2.87 -1.39 0.080
H -5.56 -4.57 0.08 0.116
H -4.97 -4.94 -1.56 0.128
H -7.47 -5.05 -2.26 0.073
H -7.89 -4.85 -0.62 0.072
H -6.97 -6.17 -0.90 0.091
H -5.62 -1.49 -2.69 0.103
H -6.87 -2.69 -2.95 0.147
H -3.87 -3.32 -3.29 0.089
H -4.84 -2.49 -4.60 0.166
H -7.00 -3.62 -5.11 0.076
H -6.88 -5.27 -4.89 0.076
H -5.89 -4.47 -6.15 0.094
C -4.00 4.93 -3.17 -0.048
C -3.90 3.86 -4.23 -0.150
N -4.79 4.02 -5.45 -0.237
C -6.21 3.56 -5.17 0.012
C -4.81 5.49 -5.88 -0.166
C -5.75 5.86 -6.99 -0.069
C -4.35 3.07 -6.58 -0.111
C -3.20 3.53 -7.35 -0.246
O -1.99 3.58 -6.66 -0.192
C -1.51 2.27 -6.30 -0.073
H -3.77 4.47 -2.20 0.083
H -5.05 5.32 -3.08 0.104
H -3.30 5.71 -3.38 0.078
H -4.14 2.87 -3.86 0.105
H -2.94 3.87 -4.75 0.119
H -6.77 4.14 -4.43 0.121
H -6.09 2.51 -4.87 0.111
H -6.84 3.49 -6.05 0.095
H -3.73 5.71 -6.14 0.149
H -5.01 6.07 -4.96 0.120
H -6.82 5.69 -6.74 0.091
H -5.61 5.39 -8.01 0.104
H -5.65 6.91 -7.21 0.086
H -5.20 2.93 -7.27 0.146
H -4.28 2.10 -6.10 0.130
H -3.42 4.51 -7.85 0.143
H -3.04 2.80 -8.17 0.144
H -1.31 1.67 -7.21 0.110
H -2.22 1.74 -5.62 0.095
H -0.57 2.42 -5.76 0.087
C -2.22 -3.20 -6.62 -0.060
C -1.42 -3.03 -5.37 -0.190
N -0.60 -4.19 -4.91 -0.252
C -1.43 -5.40 -4.89 0.017
C 0.69 -4.39 -5.76 -0.097
C 1.56 -5.59 -5.37 -0.037
C -0.13 -3.93 -3.50 -0.100
C -1.16 -3.67 -2.40 -0.153
O -1.96 -4.81 -1.89 -0.217
C -1.22 -5.82 -1.26 -0.080
H -3.13 -3.75 -6.36 0.070
H -1.66 -3.74 -7.36 0.076
H -2.47 -2.18 -6.90 0.096
H -2.22 -2.76 -4.65 0.110
H -0.61 -2.18 -5.48 0.166
H -0.84 -6.15 -4.37 0.098
H -1.65 -5.76 -5.93 0.132
H -2.37 -5.13 -4.34 0.122
H 1.29 -3.52 -5.72 0.115
H 0.37 -4.54 -6.82 0.138
H 2.31 -5.76 -6.11 0.089
H 1.02 -6.50 -5.31 0.064
H 1.98 -5.53 -4.36 0.050
H 0.55 -3.10 -3.57 0.114
H 0.46 -4.79 -3.19 0.111
H -1.92 -2.95 -2.62 0.068
H -0.51 -3.27 -1.62 0.114
H -0.19 -5.43 -1.00 0.111
H -1.20 -6.68 -1.82 0.058
H -1.69 -5.95 -0.30 0.088
C -6.00 3.92 7.22 -0.035
C -6.81 2.98 6.29 -0.159
N -6.45 1.50 6.33 -0.261
C -7.48 0.82 5.49 0.030
C -5.07 1.28 5.81 -0.213
C -4.87 1.69 4.41 -0.064
C -6.55 0.95 7.74 -0.066
C -6.36 -0.53 7.90 -0.183
O -7.52 -1.24 7.42 -0.234
C -7.28 -2.69 7.35 -0.058
H -6.38 3.68 8.23 0.082
H -6.27 4.98 7.08 0.095
H -4.91 3.81 7.19 0.084
H -6.78 3.32 5.29 0.099
H -7.85 3.04 6.55 0.125
H -8.47 1.18 5.83 0.127
H -7.41 -0.27 5.69 0.113
H -7.34 1.13 4.48 0.093
H -4.84 0.19 5.91 0.103
H -4.36 1.77 6.50 0.125
H -5.45 2.57 4.18 0.071
H -5.16 0.91 3.68 0.100
H -3.84 1.93 4.26 0.070
H -7.59 1.08 8.04 0.156
H -5.80 1.46 8.30 0.128
H -6.16 -0.81 8.92 0.136
H -5.51 -0.89 7.31 0.113
H -6.29 -3.05 7.09 0.080
H -7.94 -3.06 6.51 0.105
H -7.51 -3.12 8.35 0.100
C 5.55 -2.11 9.93 -0.053
C 6.14 -1.15 8.90 -0.158
N 5.71 -1.46 7.48 -0.262
C 5.98 -2.85 7.04 0.016
C 4.18 -1.26 7.48 -0.163
C 3.62 0.09 7.84 -0.032
C 6.44 -0.51 6.51 -0.055
C 6.44 -0.85 5.01 -0.178
O 5.18 -1.37 4.53 -0.212
C 5.28 -1.68 3.09 -0.057
H 4.46 -2.03 10.03 0.090
H 5.84 -1.76 10.95 0.108
H 5.98 -3.08 9.83 0.074
H 7.21 -1.28 8.84 0.125
H 5.94 -0.06 9.13 0.148
H 7.06 -3.01 6.83 0.134
H 5.47 -3.03 6.09 0.106
H 5.56 -3.49 7.80 0.096
H 3.90 -2.03 8.18 0.100
H 3.80 -1.59 6.52 0.122
H 3.74 0.76 7.00 0.077
H 3.99 0.43 8.80 0.079
H 2.52 -0.07 7.92 0.110
H 7.48 -0.50 6.86 0.145
H 6.03 0.45 6.64 0.113
H 7.23 -1.56 4.80 0.118
H 6.81 0.04 4.55 0.124
H 5.71 -2.68 3.07 0.074
H 5.99 -1.01 2.61 0.067
H 4.26 -1.68 2.66 0.105
C 4.70 -0.52 -2.11 -0.029
C 5.53 -1.60 -2.73 -0.168
N 6.72 -2.13 -2.00 -0.253
C 7.21 -3.35 -2.77 0.038
C 7.82 -1.19 -2.14 -0.198
C 8.40 -1.03 -3.50 -0.067
C 6.31 -2.52 -0.63 -0.124
C 7.10 -3.55 0.06 -0.218
O 8.49 -3.17 0.16 -0.176
C 9.09 -4.07 1.05 -0.105
H 3.83 -0.21 -2.67 0.082
H 5.31 0.28 -1.78 0.039
H 4.24 -0.87 -1.13 0.108
H 5.95 -1.29 -3.73 0.138
H 4.93 -2.51 -2.90 0.103
H 7.50 -3.20 -3.81 0.104
H 6.39 -4.06 -2.81 0.115
H 8.16 -3.65 -2.26 0.129
H 8.62 -1.73 -1.63 0.125
H 7.52 -0.29 -1.64 0.126
H 9.06 -0.13 -3.46 0.122
H 7.72 -0.97 -4.32 0.071
H 9.00 -1.88 -3.73 0.069
H 5.21 -2.70 -0.68 0.130
H 6.43 -1.58 -0.02 0.154
H 6.91 -4.50 -0.52 0.150
H 6.58 -3.68 1.04 0.128
H 9.28 -5.00 0.54 0.093
H 8.46 -4.22 1.93 0.087
H 10.06 -3.64 1.35 0.104
C 6.43 5.20 -2.43 -0.056
C 5.10 4.51 -2.64 -0.143
N 3.86 5.40 -2.74 -0.275
C 3.84 6.12 -4.06 0.018
C 2.65 4.56 -2.76 -0.201
C 1.36 5.27 -2.61 -0.058
C 3.80 6.39 -1.58 -0.049
C 3.58 5.80 -0.17 -0.146
O 2.20 5.72 0.22 -0.234
C 2.06 5.79 1.61 -0.095
H 6.78 5.61 -3.38 0.086
H 7.09 4.48 -1.95 0.087
H 6.47 6.02 -1.69 0.090
H 4.84 3.88 -1.76 0.109
H 5.09 3.93 -3.59 0.143
H 3.00 6.80 -4.15 0.096
H 3.88 5.45 -4.90 0.106
H 4.70 6.83 -4.16 0.126
H 2.69 3.92 -1.88 0.120
H 2.77 3.90 -3.63 0.150
H 1.34 6.21 -3.17 0.078
H 1.29 5.61 -1.59 0.059
H 0.51 4.60 -2.89 0.104
H 2.94 7.04 -1.79 0.144
H 4.74 6.89 -1.64 0.108
H 4.01 6.60 0.53 0.159
H 4.07 4.84 0.10 0.093
H 1.02 5.58 1.82 0.098
H 2.33 6.80 1.94 0.103
H 2.67 5.08 2.11 0.070
C -0.12 2.68 -0.60 -0.045
C -0.59 1.96 0.65 -0.148
N 0.14 0.73 1.11 -0.226
C -0.59 0.18 2.38 0.049
C 0.05 -0.34 0.10 -0.188
C -1.26 -0.97 -0.37 -0.044
C 1.61 0.90 1.35 -0.045
C 1.89 2.24 2.07 -0.197
O 1.00 2.55 3.11 -0.204
C 1.42 2.22 4.42 -0.075
H 0.82 3.22 -0.51 0.058
H -0.86 3.44 -0.84 0.087
H -0.15 2.05 -1.49 0.065
H -1.61 1.60 0.49 0.112
H -0.70 2.73 1.43 0.141
H -0.36 0.74 3.26 0.052
H -0.24 -0.85 2.52 0.108
H -1.67 0.13 2.23 0.105
H 0.69 -1.13 0.52 0.136
H 0.58 -0.05 -0.80 0.107
H -2.16 -0.35 -0.14 0.073
H -1.43 -1.95 0.10 0.085
H -1.20 -1.04 -1.47 0.070
H 2.14 0.87 0.40 0.134
H 1.84 0.13 2.06 0.127
H 1.85 3.09 1.33 0.108
H 2.85 2.21 2.56 0.086
H 1.33 1.17 4.68 0.078
H 0.79 2.81 5.04 0.092
H 2.45 2.46 4.53 0.079
B -4.27 1.30 -1.61 -1.145
F -2.89 1.41 -1.77 0.123
F -4.50 0.93 -0.26 0.070
F -5.04 2.45 -1.90 0.104
F -4.71 0.21 -2.56 -0.012
B 3.10 -4.42 -2.33 -1.014
F 1.85 -4.15 -1.58 0.038
F 4.21 -4.15 -1.41 0.041
F 3.16 -5.83 -2.75 0.026
F 3.24 -3.64 -3.50 0.098
B 0.57 -0.24 -3.98 -1.206
F 0.35 0.37 -5.20 0.132
F 0.95 0.75 -2.97 0.042
F -0.53 -1.00 -3.48 0.079
F 1.59 -1.19 -4.17 0.106
As 5.68 2.62 1.18 0.634
F 6.29 1.55 -0.03 -0.242
F 5.17 1.17 2.14 -0.285
F 4.92 3.60 2.28 -0.195
F 6.07 3.96 0.29 -0.194
F 4.19 2.54 0.34 -0.238
F 7.20 2.60 2.02 -0.230
As -1.70 -0.40 6.11 0.796
F -1.70 1.30 5.45 -0.290
F -0.39 -0.80 4.93 -0.288
F -1.67 -1.98 6.69 -0.211
F -2.90 0.15 7.27 -0.261
F -3.03 -0.77 4.91 -0.288
F -0.55 0.00 7.26 -0.227
```